2 unconnected molecules or ions with the total composition C4H9N2 at a distorted geometry, computed with wB97M-V/def2-TZVPD.

The gap between HOMO and LUMO is 10.96 eV. The energy comes out at -266.99139 a.u. The strongest force on any atom is 3.8 eV Å⁻¹. The total charge is +1. The relative energy (zero: lowest compared OMol25 entry of this formula, charge and spin) comes out at 67.7 kcal/mol. The LUMO energy is -4.3 eV.

```
15
Properties=species:S:1:pos:R:3:forces:R:3
C 0.20888 1.41275 1.27004 0.3683 0.0237 -0.3774
C -0.13710 -1.58213 -1.01507 3.3642 -1.4268 -0.6292
C -0.14251 -2.57047 -2.18492 -1.5906 0.0768 -0.2808
C 1.05576 3.03369 3.04779 1.0640 1.1504 -0.4746
N 0.75017 2.19340 1.93817 -1.6881 -1.7885 0.5925
N -0.87375 -0.55665 -1.02214 0.9397 1.5930 3.3683
H -0.67781 0.07853 -0.13994 -0.7835 -0.3785 -1.8307
H 0.67210 -1.56775 -0.16370 -1.8418 -0.5528 -1.5318
H 0.54710 -3.46658 -2.33824 -0.3077 1.9849 0.5345
H -0.44907 -1.99421 -3.11962 1.1910 -0.6713 0.8912
H -1.11027 -3.06295 -2.04599 -0.1907 -0.3773 0.2716
H 0.71014 2.78744 4.07838 -0.6100 -0.3721 -1.2479
H 2.15515 2.90586 3.12494 -0.4618 1.1911 -0.0154
H 0.63848 4.00851 2.65385 1.1548 -0.5537 1.2597
H -1.51254 -0.29865 -1.74140 -0.6080 0.1012 -0.5300
```
Forces are in eV/Å.